The following is a quantum chemistry calculation of a molecular structure, C61H70BrHgN8O5 at a distorted geometry, from the Open Molecules 2025 dataset.

The spin multiplicity is 2. For the total energy, the calculation gives -160767.5625 eV. Its HOMO-LUMO gap (alpha / beta) is 0.104 / 0.155 Ha. The highest occupied orbital energy (alpha / beta) comes out at -0.287 / -1.667 eV. Its charge is -2.

Structure (XYZ):
```
146
C61H70BrHgN8O5, DFT ωB97M-V/def2-TZVPD
Hg -0.2798 -0.6864 -0.6817
C -1.3985 -1.3460 -4.1074
N -0.2979 -2.1336 -3.5800
C -0.4307 -3.5819 -3.7306
C 1.0061 -1.6986 -4.1118
C 2.0946 -1.5095 -3.0675
N 1.8267 -0.3659 -2.2146
C 1.8320 0.8812 -2.9953
C 1.4217 2.1147 -2.2445
C 2.3246 3.1436 -2.0617
C 1.9721 4.3050 -1.3789
C 0.6547 4.3888 -0.9527
C -0.3103 3.3955 -1.1475
C 0.0914 2.1879 -1.7640
O -0.7171 1.1476 -1.9374
C -1.7266 3.7224 -0.6320
C -1.6947 3.8039 0.9028
C -2.1715 5.0827 -1.2018
C -2.8089 2.7135 -1.0297
C 3.0016 5.4110 -1.1497
C 3.4139 6.0144 -2.5017
C 2.4519 6.5347 -0.2693
C 4.2444 4.8329 -0.4565
C 2.8391 -0.2309 -1.1549
C 3.2008 -1.4389 -0.3207
C 4.5236 -1.4925 0.0984
C 4.9888 -2.4214 1.0188
C 4.0515 -3.3299 1.5028
C 2.7193 -3.3369 1.1062
C 2.2585 -2.3716 0.1653
O 1.0155 -2.3908 -0.2448
C 1.7353 -4.3489 1.7009
C 0.6250 -3.5969 2.4593
C 1.1488 -5.2124 0.5721
C 2.3947 -5.3096 2.6943
C 6.4500 -2.3966 1.4696
C 7.3684 -2.6755 0.2705
C 6.7374 -3.4455 2.5453
C 6.7907 -1.0172 2.0529
H -1.5420 -1.5345 -5.1836
H -0.6110 0.2874 -3.0307
H -2.9303 -0.6993 -2.7459
H -0.0507 -3.9199 -4.7056
H -1.4597 -3.9132 -3.6537
H 0.1403 -4.0818 -2.9457
H 0.8758 -0.7730 -4.6615
H 1.3725 -2.4298 -4.8423
H 3.0537 -1.3836 -3.6062
H 2.1785 -2.3961 -2.4360
H 1.1509 0.7755 -3.8347
H 2.8426 1.0278 -3.4180
H 3.3292 3.0184 -2.4571
H 0.3454 5.2803 -0.4233
H -1.0397 4.6089 1.2451
H -1.3276 2.8690 1.3295
H -2.6984 3.9870 1.2977
H -1.5650 5.9112 -0.8305
H -3.2086 5.2776 -0.9138
H -2.1111 5.0818 -2.2945
H -2.6007 1.7256 -0.6349
H -2.8944 2.6261 -2.1170
H -3.7695 3.0529 -0.6289
H 2.5438 6.4456 -3.0030
H 3.8333 5.2489 -3.1582
H 4.1643 6.8011 -2.3661
H 1.6004 7.0324 -0.7396
H 3.2304 7.2843 -0.1040
H 2.1343 6.1522 0.7031
H 4.7209 4.0613 -1.0641
H 3.9692 4.3813 0.4990
H 4.9802 5.6223 -0.2713
H 2.4944 0.5641 -0.4866
H 3.7776 0.1237 -1.6178
H 5.2072 -0.7492 -0.3059
H 4.3718 -4.0682 2.2235
H 0.2181 -2.7843 1.8608
H 1.0264 -3.1579 3.3759
H -0.1866 -4.2804 2.7333
H 0.7111 -4.5824 -0.1992
H 0.3803 -5.8867 0.9672
H 1.9396 -5.8195 0.1202
H 2.8035 -4.7826 3.5596
H 3.1944 -5.8912 2.2259
H 1.6380 -6.0111 3.0562
H 7.1594 -3.6652 -0.1433
H 8.4217 -2.6374 0.5696
H 7.2094 -1.9411 -0.5213
H 6.5463 -4.4560 2.1761
H 6.1197 -3.2789 3.4305
H 7.7872 -3.3871 2.8455
H 6.6744 -0.2294 1.3070
H 7.8249 -0.9957 2.4130
H 6.1258 -0.7850 2.8874
Br -6.8621 4.4229 10.1444
C -5.5942 3.6597 8.9235
C -6.0003 3.2996 7.6451
C -5.0845 2.7605 6.7601
C -3.7237 2.5646 7.1276
C -3.3600 2.9438 8.4432
C -4.2757 3.4833 9.3254
N -2.7511 2.1005 6.2982
N -3.2167 1.5584 5.1852
C -2.2656 1.1841 4.2934
C -0.8811 1.3786 4.4376
C 0.0230 1.0519 3.4340
C -0.3565 0.5213 2.1927
O 0.4952 0.3013 1.2303
C -1.7648 0.2491 2.0351
N -2.1748 -0.2923 0.8523
C -3.4543 -0.5292 0.6507
C -4.4327 -0.2791 1.6145
C -4.0477 0.2591 2.8232
C -2.7019 0.5610 3.0667
H -7.0303 3.4474 7.3438
H -5.3805 2.4822 5.7587
H -2.3306 2.7964 8.7490
H -3.9758 3.7654 10.3272
H -0.5389 1.8159 5.3659
H 1.0843 1.2343 3.5719
H -3.7330 -0.9356 -0.3178
H -5.4686 -0.5111 1.3990
H -4.7630 0.4689 3.6076
O -6.2984 -4.1995 -5.9637
N -5.6126 -4.5276 -5.0006
O -5.6133 -5.6719 -4.5662
C -4.7699 -3.5443 -4.3712
C -4.7126 -2.3309 -4.9760
C -3.8404 -1.3004 -4.5729
C -3.8328 -0.1320 -5.2897
C -2.9698 0.9771 -5.1229
C -1.8014 1.0440 -4.4067
N -1.0318 0.0451 -3.9456
C -2.8680 -1.5261 -3.4577
C -3.1659 -2.7691 -2.6651
N -2.5538 -2.8199 -1.4887
C -2.7321 -3.8698 -0.6999
C -3.5242 -4.9412 -1.0721
C -4.1892 -4.8932 -2.2827
C -4.0393 -3.7801 -3.1153
H -5.3648 -2.1641 -5.8227
H -4.6179 -0.0181 -6.0326
H -3.2804 1.9034 -5.5899
H -1.3702 2.0210 -4.2119
H -2.2279 -3.8396 0.2582
H -3.6351 -5.7917 -0.4122
H -4.8305 -5.7030 -2.5844
```

Atom charges from the Löwdin analysis, given in e for atoms 1 to 6:
1 Hg 1.27
2 C -0.23
3 N -0.13
4 C -0.05
5 C -0.17
6 C -0.17


The following is a quantum chemistry calculation of a molecular structure, C11H23EuP2 at a distorted geometry, from the Open Molecules 2025 dataset.

The spin multiplicity is 8. For the total energy, the calculation gives -49678.6708 eV. Its HOMO-LUMO gap (alpha / beta) is 0.137 / 0.194 Ha. The highest occupied orbital energy (alpha / beta) comes out at -0.964 / -2.714 eV. Its charge is -1.

Structure (XYZ):
```
37
C11H23EuP2, DFT ωB97M-V/def2-TZVPD
C -0.4140 0.0577 -3.9189
C -0.6459 -0.8593 -4.9888
C 0.2726 -1.9437 -4.8642
C 1.1027 -1.7054 -3.7315
C 0.7168 -0.4686 -3.1362
Eu -0.6994 1.9855 -0.8738
P -0.4398 4.9147 -0.7260
H -0.9419 1.0034 -3.7228
H -1.3962 -0.7462 -5.7671
H 0.3291 -2.8073 -5.5233
H 1.2023 0.0393 -2.2909
H 1.8981 -2.3572 -3.3743
H -1.3686 5.6358 0.0992
H -0.7889 5.5774 -1.9529
H 0.6921 5.7396 -0.4375
C -2.4079 -1.4920 2.7156
C -1.2669 -0.4746 2.7912
P -0.6117 -0.0521 1.1404
C 0.7728 1.1664 1.4289
C 1.4908 1.0064 2.7752
C 0.2272 -1.6181 0.6432
C 1.1722 -2.2294 1.6748
H -3.2526 -1.0971 2.1377
H -2.7705 -1.7132 3.7269
H -2.0938 -2.4403 2.2596
H -1.6337 0.4670 3.2301
H -0.4523 -0.8377 3.4353
H 1.4934 1.0754 0.5938
H 0.3379 2.1969 1.4032
H 2.0977 0.0958 2.8294
H 2.1624 1.8601 2.9209
H 0.7864 1.0068 3.6136
H -0.5901 -2.3190 0.4072
H 0.7522 -1.4330 -0.3086
H 0.7047 -2.3557 2.6594
H 1.4696 -3.2305 1.3356
H 2.0933 -1.6476 1.7956
```

Atom charges from the Löwdin analysis, given in e for atoms 1 to 6:
1 C -0.24
2 C -0.22
3 C -0.21
4 C -0.23
5 C -0.26
6 Eu 0.48